Entry from the Open Molecules 2025 dataset: a cluster of 2 separate species, C2H2O4 in total (ωB97M-V/def2-TZVPD).

Last columns: bonded neighbours and bond lengths (Å).
Geometry (Å):
1 C 2.21 2.31 -0.25  O3 1.127, O4 1.129
2 C 0.10 0.15 0.84  O5 1.284, O6 1.352
3 O 3.04 2.60 0.45  C1 1.127
4 O 1.40 2.08 -1.01  C1 1.129
5 O 1.23 -0.35 0.50  C2 1.284, H7 1.042
6 O -0.83 0.22 -0.14  C2 1.352, H8 1.048
7 H 1.38 -0.65 -0.49  O5 1.042
8 H -1.77 0.48 0.25  O6 1.048

Output
Energy above the lowest of the compared OMol25 structures with the same formula, charge and spin (kJ/mol): 222.6
Net charge: 0
HOMO level (Ha): -0.3347
Strongest force on any atom (eV/Å): 3.9

Results of the Löwdin charge analysis, in e, for atoms 1 through 2:
1 C -0.491
2 C -0.271